# 1
The following is a DFT calculation (ωB97M-V/def2-TZVPD) of 2 unconnected molecules or ions with the total composition C4H11NO at a distorted geometry.

Properties
- HOMO level: -8.77 eV
- E_LUMO: 0.93 eV
- Total energy: -7863.468 eV
- M: 89.1 g mol⁻¹
- Kohn-Sham gap: 9.69 eV

Element x y z (Å)
C1 1.449 -0.079 0.811
C2 0.367 -1.104 0.352
C3 0.097 -0.723 -1.077
N1 1.386 -0.325 -1.643
C4 2.109 0.332 -0.553
H1 2.122 -0.596 1.487
H2 0.967 0.821 1.194
H3 0.787 -2.083 0.599
H4 -0.526 -1.013 0.982
H5 -0.401 -1.494 -1.659
H6 -0.567 0.141 -1.083
H7 1.860 -1.170 -1.943
H8 3.126 0.039 -0.559
H9 2.057 1.409 -0.696
O1 -4.232 1.495 1.606
H10 -5.121 1.453 1.240
H11 -4.264 2.238 2.214

***

# 2
The following is a DFT calculation (ωB97M-V/def2-TZVPD) of 3 unconnected molecules or ions with the total composition C26H59BBrCl2N2O11P2S at a distorted geometry.

Properties
- HOMO level: -11.91 eV
- E_LUMO: -2.91 eV
- Net charge: +1
- Total energy: -178590.933 eV
- M: 831.4 g mol⁻¹
- Kohn-Sham gap: 9.00 eV

Element x y z (Å)
C1 0.062 3.641 -3.712
C2 -1.120 2.727 -3.418
O1 -0.784 1.590 -2.567
P1 -1.138 1.836 -1.055
O2 -2.576 1.904 -0.791
C3 -0.326 0.503 -0.121
C4 -1.262 -0.714 -0.082
C5 -1.109 -2.019 0.726
N1 -0.302 -2.202 2.005
C6 -0.319 -0.897 2.789
C7 -1.532 0.046 2.969
C8 -3.011 -0.232 2.618
C9 -3.702 1.101 2.265
S1 -5.477 0.900 2.123
O3 -5.805 0.363 0.858
O4 -6.055 2.150 2.434
Cl1 -6.094 -0.439 3.548
C10 1.155 -2.537 1.652
Cl2 2.391 -1.879 2.841
C11 1.686 -1.851 0.367
O5 3.023 -2.251 0.169
C12 3.379 -2.261 -1.222
C13 1.539 -4.039 1.573
P2 1.328 -4.947 -0.072
O6 2.615 -5.453 -0.561
O7 1.060 -4.877 2.615
C14 0.199 -4.249 3.545
C15 0.903 -3.711 4.805
C16 -0.857 -3.380 2.804
Br1 -1.711 -4.803 1.659
B1 -2.084 -3.087 3.842
O8 -3.363 -3.044 3.306
N2 -1.937 -2.908 5.279
C17 -2.287 -4.244 5.859
C18 -2.867 -1.925 5.862
O9 -0.357 3.182 -0.681
C19 -0.676 3.695 0.623
C20 -1.927 4.577 0.642
H1 1.023 3.210 -3.445
H2 -0.040 4.561 -3.146
H3 0.036 3.937 -4.749
H4 -1.550 2.342 -4.335
H5 -1.894 3.322 -2.937
H6 -0.020 0.972 0.808
H7 0.585 0.322 -0.683
H8 -2.246 -0.289 0.091
H9 -1.352 -1.003 -1.128
H10 -0.800 -2.806 0.054
H11 -2.118 -2.304 0.978
H12 0.078 -1.125 3.768
H13 0.444 -0.299 2.318
H14 -1.568 0.333 4.016
H15 -1.312 1.007 2.510
H16 -3.528 -0.583 3.500
H17 -3.256 -0.932 1.832
H18 -3.348 1.532 1.326
H19 -3.542 1.766 3.110
H20 1.748 -0.788 0.589
H21 1.138 -2.062 -0.549
H22 2.935 -1.415 -1.745
H23 4.458 -2.124 -1.278
H24 3.128 -3.215 -1.683
H25 2.616 -4.094 1.669
H26 0.643 -4.149 -1.018
H27 0.496 -6.038 0.237
H28 -0.386 -5.077 3.931
H29 0.646 -4.302 5.676
H30 1.968 -3.851 4.669
H31 0.701 -2.679 5.056
H32 -3.883 -3.818 3.573
H33 -1.664 -4.481 6.716
H34 -3.322 -4.249 6.201
H35 -2.235 -5.043 5.115
H36 -3.922 -2.129 5.682
H37 -2.728 -1.961 6.941
H38 -2.571 -0.921 5.573
H39 -0.796 2.916 1.381
H40 0.183 4.284 0.930
H41 -2.153 4.901 -0.368
H42 -2.769 3.958 0.938
H43 -1.846 5.402 1.339
C21 7.658 -2.517 -3.962
C22 7.180 -1.196 -3.379
C23 8.215 -0.100 -3.575
O10 6.898 -1.354 -1.985
H44 8.573 -2.847 -3.464
H45 6.910 -3.297 -3.810
H46 7.857 -2.430 -5.030
H47 6.242 -0.904 -3.854
H48 9.147 -0.357 -3.066
H49 7.862 0.840 -3.148
H50 8.430 0.057 -4.633
H51 7.716 -1.613 -1.546
C24 -1.933 7.952 -5.736
C25 -1.258 6.717 -6.311
C26 -1.863 6.329 -7.651
O11 -1.378 5.626 -5.390
H52 -2.997 7.765 -5.566
H53 -1.494 8.215 -4.773
H54 -1.835 8.805 -6.408
H55 -0.191 6.905 -6.431
H56 -2.924 6.092 -7.540
H57 -1.374 5.439 -8.048
H58 -1.762 7.135 -8.378
H59 -2.318 5.446 -5.272

***

# 3
The following is a DFT calculation (ωB97M-V/def2-TZVPD) of a molecular structure, C20H17AuF10N3O.

Properties
- HOMO level: -3.75 eV
- E_LUMO: 2.74 eV
- Net charge: -1
- Total energy: -58397.861 eV
- M: 702.3 g mol⁻¹
- Kohn-Sham gap: 6.49 eV

Element x y z (Å)
Au1 0.177 -0.162 0.711
C1 -1.531 2.545 -0.291
N1 -0.919 1.419 -0.971
C2 0.134 1.853 -1.894
C3 1.330 0.909 -1.994
N2 1.880 0.692 -0.673
C4 3.136 0.227 -0.582
C5 3.967 -0.267 -1.622
F1 3.482 -0.417 -2.881
C6 5.279 -0.666 -1.440
F2 5.983 -1.109 -2.496
C7 5.872 -0.640 -0.196
F3 7.153 -1.027 -0.017
C8 5.101 -0.196 0.866
F4 5.644 -0.143 2.096
C9 3.805 0.216 0.675
F5 3.154 0.673 1.764
C10 -1.940 0.589 -1.599
C11 -1.414 -0.741 -2.114
N3 -0.735 -1.468 -1.063
C12 -0.328 -2.714 -1.336
C13 -0.314 -3.388 -2.589
F6 -0.685 -2.754 -3.734
C14 0.103 -4.696 -2.764
F7 0.080 -5.230 -3.999
C15 0.551 -5.459 -1.708
F8 0.950 -6.737 -1.878
C16 0.566 -4.858 -0.460
F9 0.976 -5.568 0.606
C17 0.142 -3.563 -0.290
F10 0.152 -3.099 0.978
H1 -2.060 3.220 -0.987
H2 -2.248 2.181 0.446
H3 -0.766 3.122 0.230
H4 -0.287 2.019 -2.899
H5 0.510 2.813 -1.533
H6 1.038 -0.025 -2.481
H7 2.045 1.403 -2.665
H8 -2.718 0.407 -0.853
H9 -2.402 1.129 -2.447
H10 -2.289 -1.293 -2.489
H11 -0.790 -0.546 -2.993
C18 0.791 2.039 2.959
O1 0.537 0.724 3.486
C19 0.109 -0.204 2.666
C20 -0.299 -1.399 3.471
H12 1.528 2.497 3.613
H13 -0.146 2.594 2.989
H14 1.171 1.962 1.941
H15 -0.610 -1.119 4.479
H16 0.561 -2.072 3.541
H17 -1.079 -1.941 2.943

***

# 4
The following is a DFT calculation (ωB97M-V/def2-TZVPD) of 2 unconnected molecules or ions with the total composition C4H11N3O2 at a distorted geometry.

Properties
- HOMO level: -8.65 eV
- E_LUMO: 0.35 eV
- Total energy: -12891.042 eV
- M: 133.2 g mol⁻¹
- Kohn-Sham gap: 9.00 eV

Element x y z (Å)
C1 -0.950 -3.424 1.818
N1 -0.651 -2.032 1.931
C2 -0.595 -1.182 1.005
N2 -0.566 -1.624 -0.384
N3 -0.423 0.153 1.242
H1 -0.695 -3.841 2.779
H2 -0.327 -3.829 1.014
H3 -2.001 -3.653 1.633
H4 -0.879 -1.078 -1.172
H5 0.389 -1.909 -0.604
H6 0.126 0.685 0.594
H7 -1.068 0.721 1.775
C3 1.618 2.945 -0.819
C4 0.482 2.721 -1.784
O1 0.113 3.608 -2.499
O2 -0.078 1.451 -1.894
H8 2.309 3.653 -1.255
H9 2.090 1.975 -0.638
H10 1.193 3.337 0.114
H11 -0.087 1.322 -2.856

***

# 5
The following is a DFT calculation (ωB97M-V/def2-TZVPD) of a molecular structure, C3H2FLuO2 at a distorted geometry.

Properties
- HOMO level: -6.77 eV
- E_LUMO: -0.76 eV
- Total energy: -43569.206 eV
- M: 264.0 g mol⁻¹
- Kohn-Sham gap: 6.01 eV

Element x y z (Å)
C1 1.250 0.173 -0.110
C2 -1.131 0.331 0.181
O1 0.383 1.006 0.370
O2 0.645 -0.926 -0.537
C3 -0.768 -0.983 -0.229
H1 -1.725 0.498 1.085
F1 -1.686 1.152 -0.829
H2 -0.924 -1.753 0.534
Lu1 3.957 0.501 -0.464

***

# 6
The following is a DFT calculation (ωB97M-V/def2-TZVPD) of a molecular structure, C26H46OOsP3S4 at a distorted geometry.

Properties
- HOMO level (spin up / spin down): -9.69 / -11.19 eV
- E_LUMO (spin up / spin down): -2.28 / -4.76 eV
- Multiplicity: 5
- Net charge: +1
- Total energy: -103423.079 eV
- M: 786.1 g mol⁻¹
- Kohn-Sham gap (spin up / spin down): 7.42 / 6.42 eV

Element x y z (Å)
Os1 0.026 -0.142 0.706
C1 -1.155 2.984 -1.150
P1 -0.620 2.231 0.422
C2 0.622 3.352 1.146
C3 -1.939 2.546 1.661
C4 -2.283 3.868 2.006
C5 -3.254 4.131 2.980
C6 -3.814 3.083 3.740
C7 -3.455 1.785 3.434
C8 -2.563 1.524 2.419
P2 -2.215 -0.164 1.711
C9 -2.723 -1.304 2.998
C10 -3.536 -0.287 0.516
H1 -1.746 3.829 -0.910
H2 -1.633 2.246 -1.775
H3 -0.379 3.407 -1.798
H4 0.356 4.420 1.053
H5 1.601 3.175 0.667
H6 0.715 3.123 2.215
H7 -1.739 4.616 1.524
H8 -3.507 5.122 2.972
H9 -4.588 3.288 4.526
H10 -3.863 0.958 3.993
H11 -3.430 -0.927 3.677
H12 -1.890 -1.588 3.595
H13 -3.137 -2.186 2.457
H14 -4.513 -0.179 0.993
H15 -3.460 -1.268 0.065
H16 -3.531 0.412 -0.319
O1 4.613 1.057 6.274
C11 3.779 0.980 5.419
S1 4.190 0.980 3.687
C12 2.606 0.590 3.136
C13 1.559 0.707 4.091
S2 -0.063 0.731 3.777
S3 2.105 0.858 5.761
S4 2.347 -0.005 1.591
C14 2.849 -2.449 -1.138
C15 1.960 -1.764 -2.210
C16 2.787 -1.553 -3.549
P3 1.110 -0.188 -1.661
C17 -0.331 -0.104 -2.809
C18 -1.558 -0.910 -2.427
C19 -0.116 -0.427 -4.337
C20 2.187 1.307 -1.973
C21 3.679 1.028 -1.913
C22 1.846 1.949 -3.300
H17 3.197 -3.449 -1.497
H18 2.345 -2.617 -0.170
H19 3.724 -1.882 -1.018
H20 1.099 -2.426 -2.452
H21 2.837 -2.529 -4.044
H22 3.779 -1.287 -3.212
H23 2.444 -0.746 -4.221
H24 -0.651 0.979 -2.770
H25 -1.362 -1.946 -2.265
H26 -2.294 -0.877 -3.239
H27 -2.015 -0.477 -1.566
H28 -0.207 -1.501 -4.533
H29 0.709 0.102 -4.708
H30 -0.947 -0.015 -4.829
H31 1.948 2.008 -1.165
H32 4.126 0.735 -2.842
H33 3.863 0.309 -1.130
H34 4.215 1.968 -1.765
H35 1.966 1.214 -4.100
H36 2.527 2.771 -3.486
H37 0.854 2.403 -3.301
C23 0.407 -4.644 0.329
C24 -0.188 -3.301 0.029
C25 -1.702 -3.583 -0.303
C26 -0.070 -2.297 1.126
H38 0.278 -5.438 -0.431
H39 -0.006 -5.034 1.342
H40 1.439 -4.470 0.514
H41 0.135 -2.901 -0.954
H42 -2.029 -4.295 0.446
H43 -2.125 -3.834 -1.318
H44 -2.298 -2.727 -0.039
H45 0.870 -2.490 1.689
H46 -0.767 -2.563 1.943

***

Q: Which value of total energy does entry 6 give?
A: -103423.079 eV

***

Q: Which value of M does entry 6 give?
A: 786.1 g mol⁻¹

***

Q: total energy of number 3 (C20H17AuF10N3O)?
A: -58397.861 eV